No. 1
A molecular structure, C27H47Cl6N5O17 in a non-equilibrium geometry. Source: OMol25; level of theory: the ωB97M-V functional and the def2-TZVPD basis.

Summary:
Gap between HOMO and LUMO   3.6 eV
HOMO   -0.3 eV

Geometry as ORCA input:
```
! RIJCOSX wB97M-V def2-TZVPD def2/J DEFGRID3
* xyz -2 1
C 5.33461 26.79294 14.56497
C 4.54459 25.51524 14.31018
C 3.36904 25.44080 15.32997
N 2.27940 24.37719 14.96566
C 2.89464 22.99756 15.06338
C 1.76770 24.49050 13.48722
C 0.34797 23.91541 13.54109
C -0.03292 23.71621 15.05236
C 1.02606 24.45719 15.84810
H 6.16557 26.70687 13.86482
H 5.63230 26.87239 15.61052
H 4.68902 27.62460 14.28274
H 5.11048 24.59430 14.45066
H 4.20768 25.63196 13.28014
H 2.75450 26.34091 15.31434
H 3.76239 25.26304 16.33086
H 3.72400 22.93412 14.35894
H 2.22169 22.21569 14.71134
H 3.31306 22.78250 16.04662
H 2.37680 23.97800 12.74262
H 1.68382 25.54248 13.21445
H 0.10231 23.04818 12.92816
H -0.23058 24.71448 13.07755
H -0.01004 22.66053 15.32274
H -1.06022 24.02202 15.25044
H 1.18636 23.97201 16.81091
H 0.77160 25.50966 15.97321
Cl 0.75418 22.01271 17.79849
O 1.51726 21.78403 18.96465
O 1.68139 21.68755 16.73198
O -0.38847 21.16416 17.78054
O 0.38493 23.40436 17.68841
Cl 3.12598 21.21983 12.81354
O 4.41741 21.65471 13.25369
O 2.22508 22.32633 12.68474
O 3.38844 20.81501 11.45964
O 2.60172 20.12699 13.60579
C 4.30801 24.91389 17.93445
C 3.20842 23.80121 17.90178
O 3.17552 23.05698 19.14438
H 4.35034 25.39961 16.95957
H 5.29135 24.49446 18.14710
H 3.98566 25.66034 18.66039
H 3.41240 23.17339 17.03441
H 2.26701 24.24318 17.57541
C 4.94477 29.80172 15.04236
Cl 3.57021 28.92852 14.46683
Cl 4.44871 31.32766 15.88498
Cl 5.87032 28.80168 16.22839
Cl 5.91547 30.22767 13.64615
C 4.37332 21.40381 15.70236
N 5.69979 20.78087 15.40623
O 6.64959 21.57313 15.32361
O 5.77288 19.55580 15.19547
H 4.09061 22.29575 15.14325
H 4.54830 21.80469 16.70076
H 3.53946 20.71650 15.84518
C 0.57169 20.24748 15.01136
N -0.19179 20.97929 13.94763
O 0.06811 20.59659 12.80814
O -0.84011 21.99704 14.19140
H 0.08474 20.20390 15.98556
H 1.54698 20.68727 15.21996
H 0.68647 19.20625 14.71006
C 6.71419 23.43643 17.08097
N 6.14871 24.20478 15.97868
O 6.93892 24.83084 15.22643
O 4.99870 23.99541 15.80773
H 7.30240 24.14644 17.66234
H 7.46683 22.70648 16.78296
H 5.92682 23.05583 17.73157
C 4.00340 23.76879 11.24428
N 3.81913 23.17776 9.86289
O 2.69011 23.04793 9.49938
O 4.84708 22.91970 9.21746
H 3.04632 24.07362 11.66755
H 4.56986 24.66578 10.99401
H 4.50430 23.06534 11.90937
C -2.41245 23.70734 14.21260
C -1.49809 23.90481 13.16378
C -1.45580 25.10977 12.55868
C -2.36508 26.11350 12.91108
C -3.31411 25.95065 13.95327
C -3.30742 24.67946 14.58190
H -2.51203 22.73883 14.67998
H -0.84122 23.10241 12.86202
H -0.84135 25.37867 11.71219
H -2.34499 27.02771 12.33643
H -4.07966 26.68760 14.14625
H -4.00041 24.47316 15.38416
C 0.47706 26.54377 12.66651
C -0.15382 26.77650 13.92619
C 0.43295 27.62622 14.88207
C 1.69499 28.11884 14.67170
C 2.36779 27.77853 13.44462
C 1.74031 27.04049 12.47544
H 0.13756 26.06627 11.75925
H -1.14024 26.42138 14.18554
H -0.03170 27.78537 15.84392
H 2.17400 28.76154 15.39551
H 3.35993 28.15786 13.24928
H 2.31433 27.07057 11.56111
*
```

No. 2
8 unconnected molecules or ions with the total composition C27H47NO9 in a non-equilibrium geometry. Source: OMol25; level of theory: the ωB97M-V functional and the def2-TZVPD basis.

Summary:
Gap between HOMO and LUMO (spin up / spin down)   2.6 / 6.2 eV
HOMO (spin up / spin down)   -0.9 / -4.5 eV

Geometry as ORCA input:
```
! RIJCOSX wB97M-V def2-TZVPD def2/J DEFGRID3
* xyz -1 2
C -1.46352 3.91132 0.72828
C -1.75565 4.35089 -0.59506
C -2.12217 5.64687 -0.74496
C -2.30653 6.52299 0.39640
C -1.84266 6.08614 1.66068
C -1.37408 4.76828 1.75275
N -2.72879 7.89150 0.16704
O -2.38288 8.72224 1.02753
O -3.25248 8.17241 -0.91593
H -1.19336 2.90134 0.99912
H -1.70023 3.66687 -1.42899
H -2.42002 6.03958 -1.70593
H -1.85497 6.83259 2.44111
H -0.99369 4.53465 2.73617
C 1.90920 -5.57058 4.06465
C 1.42833 -5.90590 2.66459
O 1.82598 -6.96853 2.11095
C 0.49278 -4.97345 2.00134
H 1.13496 -6.09388 4.62573
H 2.16035 -4.51891 4.20255
H 2.82189 -6.09015 4.35641
H -0.05465 -4.38707 2.73931
H -0.28511 -5.56056 1.51320
H 0.96675 -4.37045 1.22684
C 5.87801 -2.47725 0.37082
C 4.38274 -2.65212 0.75435
O 3.66543 -3.33948 0.08411
C 3.93496 -1.88275 1.97104
H 5.90507 -2.68173 -0.69949
H 6.43910 -3.26351 0.87586
H 6.25518 -1.52201 0.73602
H 3.59779 -0.90181 1.63612
H 4.83060 -1.79663 2.58626
H 3.18258 -2.49515 2.46803
C -2.54259 -3.98762 -2.83388
C -3.68604 -3.39161 -3.64328
O -3.51005 -2.53288 -4.51681
C -5.10356 -3.83427 -3.35540
H -2.46898 -5.06765 -2.96131
H -2.63747 -3.85077 -1.75667
H -1.69269 -3.43355 -3.23234
H -5.76754 -3.76962 -4.21741
H -5.47307 -3.45724 -2.40176
H -5.11287 -4.92212 -3.28773
C -4.21810 1.96215 -3.31039
C -4.55118 3.43588 -3.39189
O -4.38322 4.27476 -2.51560
C -5.09760 3.95652 -4.78387
H -3.33703 1.73580 -3.91087
H -5.06965 1.30625 -3.49140
H -3.97488 1.68711 -2.28410
H -5.90196 3.34408 -5.19132
H -4.16842 4.08135 -5.33986
H -5.56357 4.92426 -4.59822
C 0.46767 -1.28921 3.26124
C 0.83672 -1.18986 4.70888
O 0.23734 -1.75763 5.61532
C 2.14792 -0.51130 4.92576
H 1.26270 -1.41637 2.52650
H 0.00551 -0.34187 2.98364
H -0.29196 -2.01881 2.98061
H 2.30646 -0.22773 5.96622
H 2.27931 0.40055 4.34323
H 2.87260 -1.28499 4.67212
C -0.94295 -0.34320 -2.05657
C -0.17318 -0.27189 -0.75837
O 0.09293 0.82724 -0.18317
C 0.36310 -1.64506 -0.30825
H -1.40838 0.61587 -2.28390
H -1.67938 -1.13984 -1.95106
H -0.26076 -0.50666 -2.89083
H -0.31665 -2.40098 0.08496
H 1.08106 -1.37204 0.46511
H 0.89653 -2.02697 -1.17871
C 3.19972 2.48340 0.19680
C 4.40574 1.77787 -0.40608
O 5.00624 0.90591 0.17718
C 4.98470 2.31497 -1.74365
H 3.49315 2.87349 1.17139
H 2.40901 1.77541 0.44506
H 2.62796 3.27162 -0.29303
H 4.50202 1.95033 -2.65039
H 6.04947 2.11762 -1.86793
H 4.72502 3.37354 -1.73490
*
```

No. 3
A molecular structure, C27H47O4PtSSi in a non-equilibrium geometry. Source: OMol25; level of theory: the ωB97M-V functional and the def2-TZVPD basis.

Summary:
Gap between HOMO and LUMO (spin up / spin down)   4.8 / 5.3 eV
HOMO (spin up / spin down)   -2.3 / -2.8 eV

Geometry as ORCA input:
```
! RIJCOSX wB97M-V def2-TZVPD def2/J DEFGRID3
* xyz -1 5
Pt -0.67460 -0.65091 -1.72898
C 1.37486 -0.07408 -2.41649
C 1.49996 -1.29878 -1.65422
C 0.72580 -2.31166 -2.31357
H 2.05351 -1.43191 -0.73196
C 0.19485 -1.73599 -3.53132
C 0.61428 -0.36877 -3.60055
H 0.40755 0.31681 -4.41369
H 1.80487 0.88706 -2.15677
H 0.61795 -3.34209 -1.98798
H -0.36327 -2.26707 -4.28973
C -1.97911 1.14789 -0.96935
C -1.29631 1.35934 -2.23814
C -1.95937 0.50860 -3.21937
H -0.51590 2.09139 -2.41432
C -3.03772 -0.17508 -2.54958
C -3.01412 0.19359 -1.17107
H -3.69765 -0.17767 -0.41539
H -1.74222 1.66267 -0.04292
H -1.80215 0.50676 -4.29237
H -3.81279 -0.72700 -3.06338
O -2.13892 -2.12494 -2.19162
C -3.66766 -3.77455 -3.45524
C -3.20966 -4.21442 -2.13148
C -2.75494 -3.81939 -4.59362
C -5.06573 -3.37320 -3.64493
C -2.55154 -3.09529 -1.28506
H -2.46864 -5.02410 -2.23781
H -4.04907 -4.60073 -1.53922
H -3.30758 -2.67863 -0.58837
H -1.69738 -3.49000 -0.69453
H -2.73444 -4.81684 -5.07053
H -1.72769 -3.57565 -4.28482
H -3.08607 -3.10681 -5.36276
H -5.70545 -4.23165 -3.91962
H -5.13220 -2.65036 -4.47125
H -5.48065 -2.92251 -2.72941
C -1.68734 3.78873 2.76770
C -0.38125 3.40412 2.07917
C -0.30859 4.02172 0.69037
C 0.78605 3.86873 2.93477
O -0.39750 1.94323 1.96798
Si 0.66575 0.75879 1.53608
S -0.46727 -0.81031 0.71976
O 1.75150 1.45405 0.50616
C 3.18141 1.80046 0.59874
C 3.98683 0.70250 -0.07838
C 3.34683 3.12562 -0.13249
C 3.63355 1.93673 2.04000
O 1.45247 0.20706 2.85422
C 1.69659 -0.88755 3.79235
C 0.90993 -2.12353 3.39244
C 3.19123 -1.18883 3.79320
C 1.26698 -0.40805 5.17348
H -1.76624 4.87927 2.88085
H -1.73389 3.34103 3.76773
H -2.55140 3.45119 2.18413
H -0.26510 5.11714 0.77392
H 0.58618 3.67355 0.15971
H -1.19667 3.75479 0.10684
H 0.85738 3.27647 3.85735
H 1.72584 3.80507 2.37658
H 0.64932 4.92687 3.20511
H 3.91844 -0.22689 0.50086
H 3.63233 0.52503 -1.09949
H 5.04548 0.99454 -0.11890
H 2.81354 3.93607 0.38268
H 4.41246 3.39222 -0.16940
H 2.97050 3.05478 -1.16118
H 3.04078 2.66876 2.59675
H 3.59370 0.97682 2.56357
H 4.67652 2.28656 2.05242
H 1.16498 -2.44992 2.37661
H 1.15583 -2.93649 4.09090
H -0.16800 -1.93190 3.44715
H 3.76587 -0.34234 4.19249
H 3.38866 -2.05431 4.44136
H 3.55064 -1.44327 2.78646
H 1.87427 0.44884 5.49440
H 0.20932 -0.11669 5.16950
H 1.40130 -1.21471 5.90743
*
```

No. 4
A molecular structure, C27H48AlN3O4PS2 in a non-equilibrium geometry. Source: OMol25; level of theory: the ωB97M-V functional and the def2-TZVPD basis.

Summary:
Gap between HOMO and LUMO   6.4 eV
HOMO   -4.7 eV

Geometry as ORCA input:
```
! RIJCOSX wB97M-V def2-TZVPD def2/J DEFGRID3
* xyz -1 1
C -2.74922 4.03995 -0.89299
C -1.45699 3.62245 -0.79800
C -0.87238 2.41611 -1.61725
C 0.07082 2.81904 -2.82394
C 0.73707 4.22860 -2.72092
C 1.60373 4.68947 -1.64076
C 2.23284 6.02584 -1.62630
C 2.01456 6.97781 -2.71121
C 1.14529 6.52195 -3.81691
C 0.51516 5.19576 -3.82767
O -1.89795 1.63289 -2.29227
Al -1.02777 0.02120 -2.51165
C -1.85031 -1.70348 -1.81269
C -0.65729 -2.62273 -1.27756
C -0.70144 -2.91401 0.27354
C 0.50861 -2.27276 1.06960
N 0.19330 -2.08692 2.51329
C -0.00704 -3.36911 3.23395
C -1.23548 -3.14582 4.23085
C -1.51647 -4.43882 5.10128
C -2.60550 -5.30756 4.31736
C 1.19784 -1.31509 3.20792
S 0.70084 0.03523 4.03050
S 2.97606 -1.74000 3.28271
C 3.43860 -1.82917 5.06125
C 3.79546 -0.44173 5.74222
C 4.16496 0.72291 4.74584
O -0.37001 -0.33826 -4.18932
C -1.39917 -0.52215 -5.14473
C -1.20145 -1.83520 -5.99436
C -2.01022 -1.79917 -7.36557
O -1.74564 -2.93053 -5.21745
O 0.35077 0.34746 -1.29683
C -0.27492 1.38500 -0.50597
C 0.86548 1.91226 0.46039
N 2.22677 1.59745 -0.10249
P -1.78555 0.90452 0.54864
N -1.68730 1.46983 2.06244
H -3.01423 5.02841 -0.43575
H -3.56212 3.43031 -1.34981
H -0.81713 4.18802 -0.07173
H -0.59228 2.85164 -3.73576
H 0.88077 2.07960 -3.05149
H 1.85395 4.02397 -0.78710
H 2.89513 6.34057 -0.77997
H 2.50354 7.97972 -2.72993
H 0.99233 7.22021 -4.67019
H -0.10909 4.89957 -4.70001
H -2.30556 -2.23999 -2.70149
H -2.68697 -1.57699 -1.07532
H -0.78710 -3.62275 -1.79152
H 0.34210 -2.24141 -1.63812
H -0.57945 -4.03287 0.40137
H -1.69924 -2.66459 0.71765
H 0.77219 -1.25525 0.65646
H 1.45435 -2.89164 0.97066
H 0.86909 -3.63908 3.90350
H -0.17672 -4.25451 2.57160
H -0.92850 -2.29995 4.91256
H -2.12696 -2.79269 3.63874
H -0.53835 -4.99123 5.17901
H -1.86331 -4.10885 6.11237
H -3.40202 -4.58471 3.99386
H -2.09813 -5.78231 3.43646
H -3.01144 -6.05030 5.04960
H 2.52751 -2.22474 5.60140
H 4.25977 -2.56085 5.28076
H 4.66934 -0.53921 6.45364
H 2.93775 -0.09196 6.38864
H 4.71410 1.50599 5.35395
H 3.27514 1.24332 4.31386
H 4.88810 0.39025 3.95793
H -2.44282 -0.56711 -4.70796
H -1.37471 0.34149 -5.87911
H -0.12678 -2.02074 -6.26304
H -1.98384 -0.79944 -7.86944
H -1.50280 -2.51994 -8.07567
H -3.05656 -2.18663 -7.24174
H -1.08283 -3.63902 -5.17824
H 0.80240 1.34556 1.43399
H 0.80708 3.00041 0.70974
H 2.42772 0.63127 0.18511
H 2.90454 2.14640 0.44811
H -1.89410 -0.51637 0.67211
H -2.99950 1.45110 0.01869
H -1.70044 0.64406 2.67670
*
```

No. 5
A molecular structure, C27H48Br6Cl9NO6 in a non-equilibrium geometry. Source: OMol25; level of theory: the ωB97M-V functional and the def2-TZVPD basis.

Summary:
Gap between HOMO and LUMO   5.2 eV
HOMO   -5.8 eV

Geometry as ORCA input:
```
! RIJCOSX wB97M-V def2-TZVPD def2/J DEFGRID3
* xyz 0 1
C 0.80481 -2.05814 -0.63935
C 1.21152 -0.81987 0.18049
C 0.02369 0.04030 0.85961
C -0.82863 -0.72102 1.93324
N -2.30907 -0.28819 2.01626
C -2.37002 1.17582 2.51274
C -2.18291 1.02160 3.94488
C -2.64928 -0.36799 4.49137
C -2.92873 -1.07371 3.20621
C -3.08663 -0.55469 0.70463
H 1.58919 -2.52918 -1.23180
H 0.05052 -1.79311 -1.38022
H 0.49227 -2.92050 -0.05050
H 1.92835 -0.15482 -0.30112
H 1.84072 -1.21359 0.97873
H -0.67029 0.47448 0.13991
H 0.47310 0.95428 1.24791
H -0.31616 -0.55165 2.88022
H -0.80905 -1.78085 1.67925
H -3.34055 1.63705 2.32992
H -1.75497 1.84765 1.91404
H -2.81903 1.80981 4.34757
H -1.15213 1.32460 4.12868
H -3.54874 -0.32493 5.10556
H -2.02280 -1.09308 5.01086
H -3.97519 -1.29359 2.99484
H -2.54286 -2.07283 3.00378
H -4.16119 -0.69408 0.82293
H -2.51915 -1.33422 0.19630
H -2.92340 0.35156 0.12141
Cl -5.10785 -6.35216 1.13982
O 10.91093 2.09753 -8.23606
C 9.88146 2.13729 -7.53726
O 9.45332 3.30035 -6.98430
C 8.38693 3.07561 -6.09632
C 7.69325 1.79593 -6.51441
C 8.87121 1.03243 -7.09101
H 7.79412 3.98668 -6.01479
H 8.72847 2.85910 -5.08412
H 7.03372 2.12450 -7.31765
H 7.10035 1.22036 -5.80357
H 8.61965 0.38336 -7.92977
H 9.28855 0.48005 -6.24911
O -1.64971 3.87163 -4.19914
C -0.57937 4.44168 -4.31471
O 0.34808 4.52326 -3.25961
C 1.64275 4.77376 -3.82910
C 1.51487 4.38545 -5.30152
C 0.13488 4.91015 -5.54436
H 2.38734 4.19458 -3.28300
H 1.99773 5.80413 -3.80846
H 1.65759 3.32009 -5.48249
H 2.12133 5.01754 -5.95016
H -0.25785 4.47235 -6.46206
H 0.19585 5.99218 -5.66102
O 1.91353 6.11007 2.44479
C 2.34402 7.21325 2.15619
O 3.65847 7.47335 2.37371
C 3.97252 8.80859 1.84913
C 2.69552 9.26756 1.06602
C 1.56537 8.47472 1.71562
H 4.79197 8.59828 1.16182
H 4.28932 9.52776 2.60447
H 2.89877 9.13965 0.00281
H 2.49856 10.31014 1.31569
H 0.65510 8.27293 1.15099
H 1.32704 8.94994 2.66718
C -0.68818 -9.84546 -1.10180
Cl 0.49084 -9.00690 -2.10275
Cl 0.02005 -11.10961 -0.07577
H -0.89813 -9.00410 -0.44140
H -1.55827 -10.25052 -1.61848
C -2.37027 -6.87184 6.83484
Cl -1.75873 -8.58358 7.19841
Cl -2.24450 -5.78277 8.19359
H -1.70355 -6.49860 6.05748
H -3.39028 -6.78255 6.46108
C -2.58270 -5.28528 -5.70519
Cl -2.88027 -3.66845 -5.12910
Cl -3.28664 -5.56545 -7.28048
H -1.49572 -5.27246 -5.78532
H -2.83479 -6.09398 -5.01922
C -10.58587 2.05687 3.21804
Cl -9.24541 1.22879 4.03821
Cl -10.92410 3.69847 3.81513
H -10.19976 2.26707 2.22063
H -11.47236 1.48696 3.49634
C 5.49943 -7.29956 3.73743
Br 6.94248 -7.99851 2.54090
Br 4.39870 -5.93668 2.91720
Br 6.15755 -6.73285 5.43018
H 4.85050 -8.15582 3.92131
C -9.57557 -5.56583 5.39140
Br -11.36461 -4.88771 4.82669
Br -9.71299 -7.60011 5.44889
Br -8.98373 -4.74717 7.02883
H -8.88428 -5.18352 4.64034
*
```